Record 1
{
  "formula": "CH2O4P2",
  "method": "ωB97M-V with the def2-TZVPD basis set",
  "symbols": ["P", "P", "O", "O", "O", "O", "C", "H", "H"],
  "xyz": [[-1.156, 1.276, -0.202], [-2.787, -0.488, 0.394], [-1.982, 0.199, -1.254], [-4.251, -0.352, 0.232], [-1.429, 2.690, -0.605], [-2.295, 0.819, 1.130], [0.460, 0.721, 0.354], [0.757, -0.350, 0.390], [1.121, 1.195, -0.312]],
  "mulliken_charge": [1.070, -0.394, -0.496, -0.494, -0.782, -0.217, -0.913, 0.143, 0.083],
  "lumo_ev": 7.44,
  "charge": -2,
  "homo_lumo_gap_ev": 6.68,
  "spin_multiplicity": 1,
  "homo_ev": 0.764
}

***

Record 2
{
  "formula": "C2HIN2S",
  "method": "ωB97M-V with the def2-TZVPD basis set",
  "symbols": ["I", "S", "N", "N", "C", "C", "H"],
  "xyz": [[-3.231, 1.240, -0.327], [-0.037, -2.090, -0.270], [1.510, 1.559, 0.031], [-0.971, -0.857, -0.238], [2.063, 0.596, 0.333], [-1.786, -0.054, 0.161], [2.452, -0.394, 0.310]],
  "mulliken_charge": [0.269, -0.214, -0.351, -0.109, 0.079, 0.067, 0.259],
  "lumo_ev": -1.07,
  "charge": 0,
  "homo_lumo_gap_ev": 7.59,
  "spin_multiplicity": 1,
  "smiles": "[S-][N+]#CI.C#N",
  "homo_ev": -8.657
}

***

Record 3
{
  "formula": "C7H8N2S2",
  "method": "ωB97M-V with the def2-TZVPD basis set",
  "symbols": ["S", "S", "N", "N", "C", "C", "C", "C", "C", "C", "C", "H", "H", "H", "H", "H", "H", "H", "H"],
  "xyz": [[-0.264, -2.037, 2.413], [-2.453, -4.171, 2.292], [-1.858, -2.569, 0.248], [0.727, 0.113, 0.952], [-0.885, -2.007, -0.545], [0.015, -0.947, 1.202], [-1.686, -2.968, 1.515], [-0.385, 0.376, -1.290], [-1.296, -0.872, -1.381], [1.772, 0.747, 1.725], [0.471, 0.755, -0.291], [-1.050, -1.008, -2.560], [2.008, 1.555, 1.188], [-2.397, -0.415, -1.348], [2.665, 0.210, 1.832], [-0.375, 0.941, -2.280], [1.457, 0.908, 2.769], [0.774, 1.775, -0.306], [-2.776, -2.542, -0.183]],
  "mulliken_charge": [-0.115, -0.298, 0.018, 0.070, -0.762, 0.212, 0.220, -0.666, -0.077, -0.939, -0.036, 0.200, 0.329, 0.253, 0.383, 0.278, 0.333, 0.303, 0.294],
  "lumo_ev": [0.07, 0.07],
  "charge": 0,
  "homo_lumo_gap_ev": [7.03, 7.03],
  "spin_multiplicity": 1,
  "homo_ev": [-6.955, -6.955]
}

***

Record 4
{
  "formula": "C21H22N4O",
  "method": "ωB97M-V with the def2-TZVPD basis set",
  "symbols": ["O", "N", "N", "N", "N", "C", "C", "C", "C", "C", "C", "C", "C", "C", "C", "C", "C", "C", "C", "C", "C", "C", "C", "C", "C", "C", "H", "H", "H", "H", "H", "H", "H", "H", "H", "H", "H", "H", "H", "H", "H", "H", "H", "H", "H", "H", "H", "H"],
  "xyz": [[0.908, 2.063, 0.004], [-2.835, -3.395, -0.496], [0.428, 0.422, -2.338], [1.561, 0.110, 1.090], [-2.604, -0.263, -3.817], [-1.867, -0.033, -0.505], [1.467, 0.780, 2.398], [0.994, 0.805, 0.007], [0.348, -0.039, -1.012], [-1.397, -1.292, 1.568], [0.072, 1.728, -2.645], [-2.113, -0.476, 3.726], [-2.746, -2.291, -0.910], [0.521, -0.131, -4.652], [2.374, -2.262, 1.207], [-2.465, -0.969, -1.337], [0.064, 1.149, -4.986], [-1.488, -1.466, 2.948], [0.660, -0.494, -3.340], [-2.612, -0.649, -2.706], [-2.386, 0.915, 1.771], [-2.528, 0.739, 3.146], [-0.142, 2.081, -3.966], [2.689, -0.805, 0.909], [-1.884, -0.130, 0.965], [2.253, 2.064, 2.476], [1.792, 0.052, 3.150], [3.291, -2.861, 1.133], [3.053, -0.708, -0.121], [2.122, 2.528, 3.460], [-1.754, 0.989, -0.884], [-0.098, 2.390, -1.798], [0.406, 0.988, 2.582], [-0.434, 3.109, -4.169], [0.765, -0.858, -5.434], [0.876, -1.518, -2.979], [1.871, 2.735, 1.705], [-0.068, 1.447, -6.031], [-2.964, 1.531, 3.767], [1.973, -2.375, 2.221], [-2.724, 1.836, 1.293], [1.666, -2.683, 0.484], [3.497, -0.456, 1.574], [-2.143, -0.587, 4.816], [3.314, 1.874, 2.277], [-1.075, -2.368, 3.407], [-0.971, -2.072, 0.939], [0.333, -1.154, -0.899]],
  "mulliken_charge": [-0.766, -0.644, 0.617, 0.777, -0.640, -0.803, -0.182, -0.417, -0.693, -0.019, -0.040, -0.439, 0.136, -0.571, -1.033, 0.477, -0.211, -0.980, 0.021, 0.046, -0.188, -0.646, -0.759, -0.742, 0.698, -1.174, 0.418, 0.446, 0.386, 0.443, 0.834, 0.448, -0.108, 0.399, 0.378, 0.360, 0.230, 0.387, 0.388, 0.220, 0.392, 0.181, 0.482, 0.332, 0.281, 0.400, 0.456, 0.423],
  "lumo_ev": -0.73,
  "charge": 0,
  "homo_lumo_gap_ev": 6.75,
  "spin_multiplicity": 1,
  "homo_ev": -7.476
}

***

Respective relative energy (zero: lowest compared OMol25 entry of this formula, charge and spin) values: 9.4 0.0 145.1 112.5 kcal/mol.
Respective energy values: -27838.2672 -24002.9627 -32032.9288 -30138.8253 eV.